## w
{
  "formula": "C5H9NO4S",
  "method": "wB97M-V/def2-TZVPD",
  "lumo_energy_ev": 0.46,
  "homo_energy_ev": -10.024,
  "species": ["C", "C", "C", "C", "C", "N", "O", "O", "O", "O", "S", "H", "H", "H", "H", "H", "H", "H", "H", "H"],
  "xyz": [[0.85, 0.29, -0.49], [0.19, 0.80, 0.53], [-1.29, 0.36, 0.41], [0.91, 1.58, 1.57], [0.36, -2.11, -1.26], [-0.21, -0.77, -1.21], [0.36, -0.56, -3.69], [-0.49, 1.41, -2.62], [-2.07, -0.30, -2.86], [-1.23, -0.91, -0.20], [-0.67, 0.04, -2.86], [1.84, 0.07, -0.77], [-1.60, 0.26, 1.41], [-1.88, 0.91, -0.29], [0.63, 1.40, 2.60], [0.94, 2.65, 1.32], [1.88, 1.06, 1.42], [-0.60, -2.74, -1.50], [1.04, -2.25, -2.11], [0.79, -2.46, -0.39]],
  "nbo_charge": [-0.021, 0.010, -0.114, -0.643, -0.434, -0.205, -0.934, -0.958, -0.936, -0.340, 2.494, 0.231, 0.209, 0.230, 0.230, 0.243, 0.228, 0.242, 0.253, 0.215]
}

=====

## x
{
  "formula": "C5H9NO4S",
  "method": "wB97M-V/def2-TZVPD",
  "lumo_energy_ev": 0.58,
  "homo_energy_ev": -9.030,
  "species": ["C", "C", "C", "C", "C", "N", "O", "O", "O", "O", "S", "H", "H", "H", "H", "H", "H", "H", "H", "H"],
  "xyz": [[2.01, -0.40, 0.71], [-0.50, 0.52, 0.10], [1.24, -0.24, -1.76], [-3.72, -0.92, 1.42], [1.26, 0.43, -0.38], [1.75, 1.75, -0.46], [3.22, 0.02, 0.99], [1.44, -1.33, 1.23], [-0.93, 1.62, 0.04], [-2.84, -1.05, 0.42], [-1.14, -1.14, 0.61], [0.72, 0.52, -2.31], [0.66, -1.21, -1.53], [2.24, -0.45, -2.08], [-3.35, -0.83, 2.45], [-4.40, -1.84, 1.43], [-4.38, 0.00, 1.16], [1.40, 2.10, -1.33], [3.49, 0.69, 0.37], [1.52, 2.34, 0.34]],
  "nbo_charge": [0.775, 0.394, -0.625, -0.243, -0.026, -0.852, -0.649, -0.585, -0.550, -0.674, 0.546, 0.210, 0.249, 0.219, 0.183, 0.171, 0.177, 0.377, 0.509, 0.393]
}

=====

Taking the most stable structure as the zero point, the relative energies in kJ/mol are w 226.2; x 0.0.

=====

## w
{
  "formula": "C4H10NS2",
  "method": "wB97M-V/def2-TZVPD",
  "charge": 1,
  "lumo_energy_ev": -4.37,
  "homo_energy_ev": -12.910,
  "species": ["C", "C", "C", "C", "N", "S", "S", "H", "H", "H", "H", "H", "H", "H", "H", "H", "H"],
  "xyz": [[1.28, -0.16, 1.28], [1.39, 0.91, -1.01], [-1.94, -0.09, 0.47], [0.51, 0.50, 0.16], [-0.67, -0.38, -0.29], [1.99, 0.72, 2.41], [1.37, -1.97, 1.20], [1.60, 0.10, -1.64], [0.93, 1.81, -1.60], [2.31, 1.36, -0.54], [-2.18, 0.99, 0.57], [-2.91, -0.52, 0.16], [-1.88, -0.48, 1.53], [-0.02, 1.41, 0.57], [-0.40, -1.47, -0.08], [-0.88, -0.30, -1.34], [1.98, -2.13, 2.32]],
  "nbo_charge": [-0.334, -0.631, -0.471, -0.138, -0.557, 0.210, 0.043, 0.227, 0.249, 0.271, 0.246, 0.266, 0.249, 0.259, 0.466, 0.457, 0.189]
}

=====

## x
{
  "formula": "C4H10NS2",
  "method": "wB97M-V/def2-TZVPD",
  "charge": 1,
  "lumo_energy_ev": -4.27,
  "homo_energy_ev": -13.427,
  "species": ["C", "C", "C", "C", "N", "S", "S", "H", "H", "H", "H", "H", "H", "H", "H", "H", "H"],
  "xyz": [[0.94, -0.62, -0.08], [0.46, 1.83, -1.08], [-1.02, -0.85, 0.84], [1.27, 0.63, -0.69], [-1.47, -2.10, 0.50], [1.60, -2.04, -0.53], [2.28, 0.78, 1.09], [-0.72, 1.68, -1.06], [0.80, 2.16, -2.08], [0.72, 2.75, -0.51], [-0.82, -0.78, 1.91], [-1.54, -0.16, 0.22], [2.15, 0.63, -1.41], [-1.83, -2.29, -0.44], [-0.95, -2.84, 0.91], [0.65, -2.68, 0.21], [1.22, 1.39, 1.73]],
  "nbo_charge": [-0.252, -0.667, -0.035, -0.273, -0.741, 0.289, 0.152, 0.236, 0.262, 0.267, 0.235, 0.219, 0.243, 0.413, 0.383, 0.114, 0.155]
}

=====

## y
{
  "formula": "C4H10NS2",
  "method": "wB97M-V/def2-TZVPD",
  "charge": 1,
  "lumo_energy_ev": -3.98,
  "homo_energy_ev": -12.354,
  "species": ["C", "C", "C", "C", "N", "S", "S", "H", "H", "H", "H", "H", "H", "H", "H", "H", "H"],
  "xyz": [[2.23, 0.64, 0.72], [0.08, -1.45, -0.04], [-0.34, 0.61, -1.38], [-0.30, 0.00, 0.05], [-1.67, 0.35, 0.57], [3.58, 1.04, 1.47], [0.66, 1.01, 1.30], [2.22, 0.17, -0.16], [0.25, -2.00, 0.88], [-0.59, -2.10, -0.53], [0.92, -1.69, -0.67], [-0.49, 1.62, -1.13], [-1.27, 0.26, -1.71], [0.59, 0.39, -1.86], [-2.42, -0.26, 0.14], [-1.65, 0.03, 1.59], [-1.79, 1.38, 0.76]],
  "nbo_charge": [-0.518, -0.707, -0.607, 0.047, -0.742, 0.204, 0.301, 0.179, 0.252, 0.253, 0.270, 0.216, 0.212, 0.249, 0.466, 0.453, 0.473]
}

=====

Taking the most stable structure as the zero point, the relative energies in kJ/mol are w 0.0; x 213.0; y 67.0.

=====

## w
{
  "formula": "C3H8NOS",
  "method": "wB97M-V/def2-TZVPD",
  "charge": 1,
  "lumo_energy_ev": -3.48,
  "homo_energy_ev": -13.257,
  "species": ["C", "C", "C", "N", "O", "S", "H", "H", "H", "H", "H", "H", "H", "H"],
  "xyz": [[0.81, 1.14, -0.12], [1.56, -0.09, 0.51], [-0.31, 0.20, -0.49], [0.29, -0.93, 0.24], [-2.86, -0.49, -0.03], [-1.97, 0.73, 0.41], [0.43, 1.85, 0.59], [1.36, 1.66, -0.93], [2.57, -0.38, -0.11], [1.84, -0.11, 1.50], [-0.60, 0.00, -1.58], [0.52, -1.81, -0.30], [-0.10, -1.39, 1.05], [-3.54, -0.38, -0.73]],
  "nbo_charge": [-0.445, -0.197, -0.186, -0.554, -0.877, 0.582, 0.241, 0.261, 0.255, 0.232, 0.267, 0.446, 0.457, 0.519]
}

=====

## x
{
  "formula": "C3H8NOS",
  "method": "wB97M-V/def2-TZVPD",
  "charge": 1,
  "lumo_energy_ev": -3.79,
  "homo_energy_ev": -13.382,
  "species": ["O", "C", "C", "C", "S", "N", "H", "H", "H", "H", "H", "H", "H", "H"],
  "xyz": [[1.72, -1.41, 0.65], [1.33, -0.75, -0.27], [-0.15, -0.38, -0.33], [-0.35, 1.13, -0.09], [0.19, 2.04, -1.56], [-0.79, -1.18, 0.78], [2.01, -0.27, -0.99], [-0.54, -0.79, -1.26], [-1.45, 1.16, -0.09], [0.04, 1.50, 0.85], [0.56, 3.14, -0.92], [-0.69, -0.73, 1.69], [-1.76, -1.46, 0.67], [-0.14, -1.99, 0.88]],
  "nbo_charge": [-0.500, 0.421, -0.160, -0.551, 0.020, -0.685, 0.190, 0.256, 0.229, 0.252, 0.160, 0.447, 0.453, 0.468]
}

=====

Taking the most stable structure as the zero point, the relative energies in kJ/mol are w 144.5; x 0.0.